(1)
C8H9O2 | the ωB97M-V functional and the def2-TZVPD basis

Calculated values
ΔE to the lowest compared entry with this formula, charge and spin, eV: 3.156
HOMO-LUMO gap, eV: 7.5012
Total charge: -1
LUMO, eV: 3.9

CARTESIAN COORDINATES (ANGSTROEM)
C -1.998528 -0.817382 0.225066
C -0.843649 -1.589001 0.114399
C -2.159598 0.549918 -0.111105
C -0.945531 1.277965 -0.705260
C 0.768738 0.566706 1.213432
C 0.433675 0.926713 -0.236495
C 0.887142 -0.453532 0.158146
C 2.163162 -1.011057 -0.386599
O -0.548402 -2.759771 0.101299
O -3.173651 1.210773 0.133319
H -2.961208 -1.373347 0.641840
H -0.882658 1.389848 -1.848996
H -1.211713 2.242875 -0.361150
H 1.553951 1.269145 1.683320
H -0.008432 0.556963 1.937758
H 1.282615 1.393666 -0.916112
H 2.099257 -1.464340 -1.319576
H 2.712660 -1.743846 0.176137
H 2.832173 -0.172303 -0.499421

Atoms 1-2, force components in eV/Å:
-2.1 -1.4 0.8
3.2 1.1 0.2

=====

(2)
C90H204O18 | the ωB97M-V functional and the def2-TZVPD basis

Calculated values
HOMO-LUMO gap, eV: 10.5759
LUMO, eV: 0.4

CARTESIAN COORDINATES (ANGSTROEM)
C 1.205407 5.999961 2.276729
C 2.596152 6.683146 2.009519
C 2.406889 7.996912 1.324548
C 3.688812 8.799765 1.123278
C 4.712631 8.204986 0.118602
C 4.122876 8.192812 -1.290713
H 0.545889 6.664542 2.839308
H 1.330718 5.049361 2.830789
H 0.786819 5.726611 1.317570
H 3.047510 6.880233 2.979484
H 3.214239 6.005710 1.411467
H 1.768304 8.578605 1.982081
H 1.886083 7.827957 0.382943
H 3.506449 9.840328 0.862519
H 4.218224 8.972425 2.082232
H 5.628456 8.799518 0.064882
H 5.053055 7.203016 0.378159
H 3.861648 9.208527 -1.600077
H 4.863222 7.765827 -1.948135
H 3.174199 7.656770 -1.413766
C -10.475266 -1.265482 0.963043
C -9.353563 -0.559552 1.650092
C -8.824090 0.758876 0.993548
C -7.861078 0.546458 -0.095314
C -7.403206 1.974368 -0.596729
C -6.523563 1.855872 -1.804352
H -11.353043 -0.634921 0.839432
H -10.748166 -2.139049 1.563851
H -10.189436 -1.534825 -0.057294
H -9.608630 -0.263433 2.669222
H -8.497980 -1.229708 1.820584
H -8.265431 1.289352 1.768037
H -9.707065 1.260456 0.596461
H -6.978837 0.001538 0.249382
H -8.346760 0.048789 -0.926173
H -8.310297 2.518548 -0.820727
H -6.888101 2.436856 0.243695
H -5.619278 1.257697 -1.591512
H -7.065054 1.290688 -2.566196
H -6.117856 2.780564 -2.221015
C 1.195160 0.493569 -9.158820
C 0.106971 -0.506602 -9.411436
C -1.287716 -0.099274 -8.932953
C -1.271927 0.236954 -7.452684
C -0.772471 -0.875307 -6.523127
C -0.894875 -0.511851 -5.020863
H 2.132019 0.242492 -9.660999
H 1.479734 0.666292 -8.120520
H 0.940248 1.491199 -9.526383
H 0.072931 -0.703289 -10.488259
H 0.408517 -1.472032 -9.012727
H -2.026476 -0.887825 -9.049448
H -1.654210 0.782878 -9.473536
H -0.801615 1.195708 -7.235422
H -2.310406 0.467695 -7.201604
H -1.197225 -1.869909 -6.727351
H 0.283974 -1.046353 -6.750209
H -0.385731 0.423267 -4.779632
H -1.937139 -0.295038 -4.802723
H -0.491818 -1.275311 -4.351752
C -2.932891 -2.593657 1.074523
C -2.646991 -3.677637 0.073612
C -1.381377 -3.475550 -0.644711
C -1.108185 -4.499027 -1.672321
C 0.251204 -4.215989 -2.337769
C 0.649660 -5.315828 -3.401709
H -2.111704 -2.596477 1.774952
H -3.924633 -2.676714 1.498640
H -3.012634 -1.584756 0.663414
H -2.581027 -4.657025 0.541326
H -3.461545 -3.807204 -0.642341
H -0.540754 -3.470935 0.066645
H -1.391775 -2.501067 -1.123602
H -1.069246 -5.466255 -1.182920
H -1.913400 -4.470573 -2.405864
H 0.160317 -3.275338 -2.868215
H 0.966209 -4.223434 -1.515889
H -0.157062 -5.358997 -4.133223
H 1.592357 -5.073498 -3.905412
H 0.818475 -6.296166 -2.951989
C -3.170343 2.419556 -2.989704
C -2.093870 3.386308 -3.636745
C -2.044907 4.763851 -3.010624
C -3.423053 5.466218 -3.149201
C -4.231184 5.470052 -1.825036
C -5.672921 6.003469 -1.988099
H -3.127090 2.273608 -1.903698
H -2.953217 1.462952 -3.450483
H -4.197600 2.709386 -3.199663
H -1.106218 2.898607 -3.604445
H -2.277073 3.451240 -4.715260
H -1.324028 5.432664 -3.515965
H -1.673400 4.767176 -1.976479
H -3.299795 6.485953 -3.493998
H -4.007902 4.962443 -3.915488
H -4.313139 4.467779 -1.413656
H -3.681396 6.033883 -1.070830
H -6.132223 6.002254 -1.009486
H -5.716706 7.011167 -2.392329
H -6.222409 5.379139 -2.696132
C -8.237478 -5.329351 -4.704572
C -6.737054 -4.930324 -4.526690
C -6.276297 -4.005892 -5.657960
C -4.780803 -3.715247 -5.623044
C -4.212445 -3.178405 -4.293511
C -4.703169 -1.770484 -3.964496
H -8.591427 -5.923182 -3.867873
H -8.293367 -5.836960 -5.658620
H -8.848529 -4.427484 -4.745630
H -6.584562 -4.410735 -3.591950
H -6.123850 -5.835631 -4.518806
H -6.914467 -3.104196 -5.564288
H -6.546908 -4.432501 -6.627513
H -4.246482 -4.636433 -5.858574
H -4.587068 -3.057242 -6.469339
H -4.516385 -3.850269 -3.489372
H -3.114721 -3.167817 -4.285670
H -5.790070 -1.645888 -3.922911
H -4.196217 -1.526719 -3.031188
H -4.306182 -1.092588 -4.726851
C 4.351271 2.186006 -6.207285
C 4.192860 3.546015 -5.406963
C 2.768560 3.901578 -5.210184
C 1.979579 4.136452 -6.540621
C 0.522378 4.573807 -6.285242
C -0.191939 4.688510 -7.585456
H 5.406196 1.956320 -6.243499
H 4.060256 2.319033 -7.246785
H 3.714087 1.412895 -5.761532
H 4.607315 3.368686 -4.408175
H 4.725906 4.335204 -5.937804
H 2.665592 4.865046 -4.695826
H 2.301160 3.132983 -4.585670
H 2.483595 4.921253 -7.092523
H 1.991223 3.224073 -7.139781
H 0.118318 3.774493 -5.644500
H 0.527037 5.539981 -5.778248
H -1.233199 4.961503 -7.407450
H 0.214454 5.491379 -8.201893
H -0.150310 3.752733 -8.148040
C 11.393110 -1.687311 2.555440
C 10.085758 -1.043057 2.095982
C 8.894146 -1.960270 2.157297
C 7.603498 -1.219987 1.899653
C 6.321208 -2.060130 2.017718
C 5.107138 -1.228374 2.110602
H 12.136966 -0.903894 2.383246
H 11.748382 -2.522022 1.934410
H 11.310452 -1.905560 3.616896
H 9.968783 -0.120565 2.677613
H 10.224286 -0.660532 1.083808
H 8.858013 -2.397315 3.162655
H 9.061134 -2.755257 1.438629
H 7.535151 -0.430596 2.646060
H 7.615046 -0.690840 0.941503
H 6.227003 -2.754029 1.180290
H 6.459718 -2.741441 2.858234
H 5.002230 -0.521045 1.281744
H 4.215866 -1.851538 2.111761
H 5.111025 -0.578626 2.984025
C 0.861489 -7.507732 0.331960
C 0.049402 -6.940906 1.476455
C -1.372611 -7.476876 1.529531
C -2.150267 -6.883127 2.629564
C -3.692511 -7.070489 2.357793
C -4.520554 -6.418431 3.480329
H 1.892587 -7.151274 0.256106
H 0.331187 -7.385378 -0.614315
H 0.963344 -8.598258 0.393307
H 0.567506 -7.105136 2.421812
H -0.059761 -5.849166 1.425353
H -1.356734 -8.561746 1.628032
H -1.872495 -7.130930 0.615998
H -1.876897 -7.335469 3.586206
H -1.915035 -5.831367 2.802942
H -3.885765 -6.544576 1.421750
H -3.916359 -8.133007 2.257378
H -4.210010 -5.374857 3.631998
H -5.571252 -6.476720 3.219063
H -4.338450 -6.933883 4.425294
C -2.399430 3.202578 2.207479
C -2.483078 4.167701 3.390382
C -1.703817 3.621221 4.636683
C -1.759480 4.586830 5.817916
C -0.599913 4.389645 6.816624
C -0.741351 3.062465 7.507690
H -2.980679 3.502897 1.329711
H -2.827862 2.231250 2.501034
H -1.369092 3.091942 1.927399
H -2.091933 5.166610 3.169361
H -3.520396 4.373974 3.698198
H -0.679588 3.413716 4.333610
H -2.067926 2.606130 4.846092
H -1.638502 5.561733 5.355484
H -2.719755 4.412584 6.305026
H 0.391341 4.443638 6.362807
H -0.568155 5.160621 7.590440
H -1.650723 3.009529 8.113564
H -0.715101 2.132767 6.945082
H 0.171307 2.946661 8.085519
C 4.839909 1.629992 7.352585
C 3.788708 1.516868 6.258758
C 2.539025 0.775158 6.729555
C 1.445678 0.616294 5.653849
C 0.353270 -0.414375 6.134766
C -0.860023 -0.428390 5.210180
H 5.718948 2.216568 7.088937
H 5.103104 0.621774 7.651831
H 4.331137 2.147380 8.170601
H 3.575968 2.525349 5.923226
H 4.174250 0.950971 5.402412
H 2.071334 1.254974 7.593514
H 2.829851 -0.231421 7.051073
H 1.021460 1.600836 5.498499
H 1.817660 0.320612 4.672129
H 0.825005 -1.392036 6.112322
H 0.001177 -0.100603 7.114537
H -1.633686 -1.117970 5.545336
H -1.274310 0.579279 5.184134
H -0.525682 -0.574839 4.174437
C 2.661753 2.107690 2.302816
C 2.601548 2.765694 0.947172
C 3.977994 2.768251 0.298902
C 3.947244 3.277148 -1.166398
C 3.491281 4.716053 -1.409084
C 2.009593 4.963077 -1.526856
H 1.688385 2.093942 2.798344
H 3.351702 2.678016 2.921373
H 3.054218 1.089788 2.207154
H 1.883223 2.293083 0.264242
H 2.223896 3.786918 0.998303
H 4.306964 1.735492 0.282381
H 4.576842 3.427837 0.923205
H 4.968979 3.188152 -1.558726
H 3.380357 2.560313 -1.759394
H 3.950632 5.298829 -0.599897
H 4.000222 5.102723 -2.292849
H 1.744553 5.973803 -1.831255
H 1.556270 4.260746 -2.243193
H 1.462409 4.748003 -0.597706
C -6.294814 2.652663 5.675161
O -6.248260 2.770623 4.251518
C -5.464827 1.886472 3.605640
O -5.455100 1.945437 2.395219
O -4.837483 1.017784 4.433319
C -4.208152 -0.026803 3.702720
H -5.318130 2.909053 6.102430
H -6.523975 1.610941 5.856284
H -7.061974 3.349914 6.045039
H -3.412821 -0.434830 4.313618
H -3.858854 0.332304 2.732953
H -4.869447 -0.880434 3.525126
C -1.700131 -4.466958 6.743583
O -0.470375 -5.138939 6.819838
C 0.279365 -5.086855 5.688847
O -0.011203 -4.443765 4.682181
O 1.369783 -5.783805 5.891409
C 2.301132 -5.749100 4.778419
H -2.049089 -4.548458 7.759403
H -2.279193 -4.941904 5.946141
H -1.426328 -3.463134 6.409180
H 2.640457 -4.724792 4.609461
H 1.815010 -5.972800 3.822376
H 3.149588 -6.393715 5.013817
C 3.701582 -4.639018 0.726384
O 3.997808 -3.589214 -0.189983
C 4.222015 -4.070500 -1.429088
O 4.211577 -5.262136 -1.728769
O 4.514761 -3.080404 -2.289557
C 4.464017 -1.740051 -1.737771
H 4.306479 -5.484829 0.435684
H 2.641803 -4.897002 0.659916
H 3.986802 -4.303878 1.723681
H 4.707873 -1.159789 -2.625942
H 5.194252 -1.670076 -0.935759
H 3.473667 -1.569486 -1.319711
C 2.786056 -2.412988 -5.020704
O 2.236697 -2.871637 -6.201469
C 3.065336 -2.863262 -7.213488
O 4.219187 -2.486985 -7.219823
O 2.371482 -3.413942 -8.219260
C 3.149644 -3.465994 -9.455158
H 1.961543 -2.280174 -4.314747
H 3.291984 -1.469880 -5.212899
H 3.416170 -3.215782 -4.665577
H 2.960777 -2.516705 -9.955521
H 2.776918 -4.307761 -10.062242
H 4.198854 -3.575811 -9.185297
C 4.410290 -2.799826 10.507789
O 4.450703 -1.968342 9.292535
C 4.714421 -2.643793 8.159354
O 5.065585 -3.816546 8.118230
O 4.526525 -1.817900 7.124859
C 4.786136 -2.341171 5.859720
H 3.574857 -3.480870 10.394447
H 4.413206 -2.067947 11.322321
H 5.314648 -3.393455 10.584291
H 5.831126 -2.634452 5.772533
H 4.616963 -1.510639 5.168697
H 4.212300 -3.248623 5.714910
C -0.974026 0.924283 -0.699903
O -0.195390 0.082900 0.150597
C 0.659427 -0.696323 -0.580952
O 0.833264 -0.627366 -1.781587
O 1.358262 -1.566029 0.150000
C 1.065679 -1.551031 1.548767
H -1.697555 0.272172 -1.203404
H -0.320256 1.348309 -1.466972
H -1.475186 1.658580 -0.070936
H 1.567455 -2.376589 2.044333
H -0.005262 -1.618685 1.740805
H 1.459589 -0.602474 1.924992

Atoms 1-2, force components in eV/Å:
1.4 -0.3 0.1
-1.1 -1.0 0.6